Entry 1:
Molecular formula: C49H93F3N16O5S
Method: DFT, ωB97M-V/def2-TZVPD

Atoms and positions in Å:
C -3.6311 -0.0589 4.1734
C -2.3162 -0.0333 5.0028
O -1.7576 -1.0224 5.3338
N -1.8755 1.2542 5.6950
H -2.6539 1.5130 6.3070
H -1.0598 1.0991 6.2895
C -1.3283 2.3571 4.7725
H -3.4632 0.6474 3.3539
H -4.4360 0.3853 4.7610
H -3.9193 -0.9886 3.6944
H -2.1343 2.5354 4.0619
H -0.4412 1.9421 4.3049
H -1.1508 3.3184 5.2502
C 4.9897 5.0776 -3.3617
C 3.6759 4.4213 -3.0155
O 2.5891 4.5913 -3.4885
N 3.6471 3.9150 -1.5504
H 4.4886 3.3619 -1.3959
H 3.8177 4.7654 -1.0089
C 2.3924 3.2310 -1.1240
H 5.5132 5.4043 -2.4607
H 4.9757 5.8445 -4.1335
H 5.6650 4.2991 -3.7380
H 2.8090 2.6592 -0.2926
H 1.9853 2.5661 -1.8773
H 1.6740 3.9263 -0.7007
C -0.1765 -8.5559 -1.3457
C -1.0067 -7.8354 -0.2835
N -1.6956 -6.6224 -0.8534
C -2.8995 -6.5567 -1.5043
C -3.1382 -5.2686 -1.8700
N -1.9707 -4.5757 -1.6497
C -1.1337 -5.4033 -0.9604
C -1.5777 -3.2986 -2.2482
H 0.1691 -9.5471 -1.0502
H 0.6328 -7.9366 -1.7339
H -0.7211 -8.8627 -2.2428
H -0.5864 -7.5846 0.6867
H -1.8402 -8.5146 -0.0944
H -3.5229 -7.4383 -1.5129
H -3.9491 -4.7102 -2.3082
H -0.1546 -5.0647 -0.6638
H -1.7987 -2.4189 -1.6396
H -2.0291 -3.0164 -3.1970
H -0.4903 -3.2769 -2.2460
C 4.1922 0.3660 2.9847
C 5.5061 -0.1567 3.6262
N 6.5964 0.8488 3.5824
C 6.7386 2.0341 4.2665
C 7.9361 2.5943 3.8493
N 8.3515 1.8431 2.7823
C 7.6660 0.6849 2.7984
C 9.4239 2.1709 1.8019
H 3.6211 -0.5408 2.7967
H 4.5001 0.8648 2.0636
H 3.7665 1.1146 3.6493
H 5.9049 -1.0336 3.1214
H 5.2249 -0.3801 4.6551
H 5.9689 2.3860 4.9330
H 8.4186 3.5169 4.1323
H 7.8131 -0.1385 2.1186
H 8.9883 2.1137 0.8042
H 10.1733 1.3823 1.7406
H 9.8204 3.1544 2.0332
C 1.0297 -3.7339 4.8976
C 2.1116 -2.6923 4.5302
N 2.8900 -3.1537 3.3957
C 2.4632 -3.1278 2.1435
C 3.3680 -3.6944 1.2870
N 4.4064 -4.0840 2.1586
C 4.0989 -3.7866 3.4397
C 5.8071 -4.5363 1.8471
H 1.5108 -4.6645 5.1936
H 0.4281 -3.8845 3.9989
H 0.3616 -3.4123 5.6940
H 2.7660 -2.6476 5.4018
H 1.8599 -1.6714 4.2428
H 1.5104 -2.6768 1.9167
H 3.5307 -3.8286 0.2322
H 4.7227 -3.9514 4.3045
H 5.8532 -5.5124 1.3701
H 6.3995 -4.5678 2.7580
H 6.1185 -3.7191 1.1987
C 0.3797 -1.7996 -5.3301
C 0.4762 -0.3488 -4.7831
N 1.7306 -0.2159 -4.0332
C 2.6568 0.8159 -4.1336
C 3.5573 0.5311 -3.1591
N 3.2258 -0.6299 -2.4906
C 2.0215 -0.9529 -2.9494
C 3.9771 -1.3340 -1.4579
H 1.3406 -2.0911 -5.7564
H -0.2707 -1.8889 -6.2023
H 0.0330 -2.5997 -4.6764
H -0.3066 0.0053 -4.1143
H 0.6054 0.3512 -5.6075
H 2.6769 1.4920 -4.9738
H 4.4167 1.1404 -2.9269
H 1.4589 -1.8163 -2.6383
H 3.2941 -1.2592 -0.6106
H 4.9235 -0.8465 -1.2376
H 4.1805 -2.3448 -1.8057
C -2.2387 8.5235 1.2578
C -2.2511 8.3949 -0.2140
N -2.0837 7.0292 -0.7676
C -1.5601 6.7266 -2.0068
C -1.2004 5.4301 -1.9679
N -1.6277 4.8858 -0.7451
C -2.0967 5.9341 -0.0312
C -1.4503 3.5599 -0.2062
H -2.1928 9.5614 1.5914
H -1.4181 8.0219 1.7745
H -3.1889 8.2459 1.7229
H -1.4765 9.0324 -0.6450
H -3.1611 8.8419 -0.6194
H -1.3367 7.5484 -2.6699
H -0.6429 4.8750 -2.7057
H -2.4005 5.9158 1.0034
H -2.3747 2.9862 -0.2727
H -1.2333 3.6671 0.8585
H -0.5748 3.0457 -0.5969
C -4.8025 -5.7569 1.4919
C -3.8475 -4.5335 1.6379
N -4.3559 -3.4019 0.8755
C -3.7193 -2.2045 0.6491
C -4.5267 -1.3344 -0.0155
N -5.7023 -2.0692 -0.2041
C -5.5714 -3.3081 0.2960
C -6.9016 -1.5592 -0.8737
H -5.0786 -6.0133 0.4698
H -5.6661 -5.6806 2.1506
H -4.2286 -6.6182 1.8365
H -2.8572 -4.8625 1.3315
H -3.9341 -4.3273 2.7043
H -2.7064 -2.0955 0.9974
H -4.3353 -0.3554 -0.4177
H -6.2818 -4.1189 0.3358
H -7.1182 -0.6238 -0.3598
H -7.7572 -2.2164 -0.7372
H -6.6427 -1.4404 -1.9236
C -4.8243 5.5381 -4.0792
C -5.7219 4.5204 -3.2904
N -5.2904 3.1828 -3.5701
C -6.1710 2.1814 -3.8766
C -5.5326 0.9792 -3.9462
N -4.2564 1.2222 -3.5573
C -4.1013 2.5238 -3.2524
C -3.1824 0.2428 -3.2935
H -5.0082 5.4212 -5.1472
H -3.7710 5.4252 -3.8278
H -5.1844 6.5447 -3.8673
H -6.7345 4.6645 -3.6574
H -5.5470 4.7242 -2.2349
H -7.1997 2.4846 -4.0024
H -5.9239 0.0086 -4.2018
H -3.2289 3.0204 -2.8650
H -2.5070 0.1148 -4.1378
H -3.5069 -0.7584 -3.0155
H -2.5960 0.6012 -2.4491
C -0.2352 -0.2600 1.7189
F -0.9534 0.8236 2.0772
F 1.0074 -0.2045 2.2253
F -0.8453 -1.3270 2.1985
S -0.1195 -0.3498 -0.2125
O -1.5448 -0.4238 -0.6199
O 0.6087 0.8433 -0.6380
O 0.5220 -1.6607 -0.4810

LUMO level = -15.515 eV
Largest force on an atom = 4.6 eV/Å
Net charge = +8
E_HOMO = -0.8871 Ha

***

Entry 2:
Molecular formula: C49H94O23S5
Method: DFT, ωB97M-V/def2-TZVPD

Atoms and positions in Å:
C -2.2878 3.9806 -0.7128
C -2.9050 4.8513 0.3657
C -4.1613 4.3082 1.0532
O -3.8640 4.3722 2.4341
C -2.6361 4.9046 2.6203
O -2.1708 5.1888 3.6728
O -2.0065 5.0619 1.4493
H -2.4362 2.9197 -0.4929
H -1.2341 4.0980 -0.9604
H -2.8171 4.1962 -1.6463
H -3.0869 5.8379 -0.0739
H -4.5020 3.3113 0.7614
H -5.0130 4.9545 0.8128
C -2.0077 0.4321 5.3619
C -2.5994 1.3763 4.3245
C -2.0993 1.1749 2.8871
O -3.1965 0.6342 2.1699
C -4.2899 0.6211 2.9607
O -5.3520 0.2009 2.6153
O -4.0019 1.1045 4.1651
H -2.1223 -0.6219 5.1112
H -2.5591 0.5649 6.2967
H -0.9741 0.6944 5.5800
H -2.4444 2.3954 4.6760
H -1.2910 0.4469 2.8649
H -1.7689 2.1472 2.5263
C 4.9138 2.9239 -2.8096
C 3.9157 3.4230 -1.7850
O 3.5082 2.7948 -0.8335
C 3.4609 4.8613 -1.9683
H 5.3853 3.8002 -3.2577
H 4.4281 2.4565 -3.6719
H 5.6471 2.2155 -2.4312
H 4.2657 5.5808 -1.8375
H 2.6391 5.0559 -1.2827
H 3.0143 4.9071 -2.9680
C 5.4099 1.9701 1.9575
C 6.6730 1.6237 1.1688
O 6.6969 0.7654 0.3207
C 7.9417 2.3583 1.5684
H 5.1782 3.0231 1.7860
H 5.6008 1.8475 3.0223
H 4.5849 1.3654 1.5967
H 7.9757 2.4325 2.6571
H 7.9035 3.3936 1.2230
H 8.7857 1.8159 1.1547
C -0.5889 -0.8150 -0.0119
C 0.2424 0.4368 0.1916
O -0.2940 1.5126 0.3433
C 1.7492 0.2991 0.1192
H -1.6209 -0.5417 0.2107
H -0.2416 -1.4747 0.7806
H -0.5538 -1.2885 -0.9889
H 1.8792 0.2773 -0.9677
H 2.0632 -0.6499 0.5507
H 2.3600 1.0767 0.5686
C -4.8274 1.7525 -2.2085
C -4.4930 0.2770 -2.0145
O -3.7971 -0.2700 -2.8500
C -4.8589 -0.4326 -0.7484
H -4.1401 2.1792 -2.9320
H -4.9040 2.2778 -1.2601
H -5.8272 1.7872 -2.6554
H -4.7280 0.2597 0.0825
H -4.2829 -1.3447 -0.6141
H -5.9132 -0.7205 -0.8232
C -1.6021 -4.5787 3.7625
C -2.5777 -3.4664 3.3890
O -3.5246 -3.1519 4.0657
C -2.1181 -2.5865 2.2496
H -1.6142 -4.8801 4.8068
H -0.6138 -4.1505 3.5876
H -1.7355 -5.4534 3.1222
H -1.5226 -3.1083 1.4928
H -1.4558 -1.8211 2.6549
H -2.9271 -2.1553 1.6603
C 4.7231 -1.7139 -0.6091
C 4.4801 -2.3305 -1.9824
O 5.3030 -3.0459 -2.5083
C 3.1623 -2.0934 -2.6936
H 5.7969 -1.7713 -0.4486
H 4.2169 -2.3418 0.1292
H 4.3310 -0.7027 -0.5396
H 2.8129 -1.0683 -2.6038
H 2.4295 -2.8526 -2.4132
H 3.3954 -2.3725 -3.7213
C 2.5787 -5.2539 0.8485
C 1.3693 -4.6447 0.1957
O 0.9981 -3.5391 0.5402
C 0.7462 -5.3337 -0.9752
H 2.6159 -5.0190 1.9130
H 3.5276 -4.9528 0.4029
H 2.5478 -6.3463 0.7995
H 1.4008 -5.1813 -1.8385
H -0.1807 -4.8904 -1.3300
H 0.5451 -6.4002 -0.8695
C 2.8904 -0.3747 3.6526
C 2.9372 -1.7771 2.9979
C 2.3414 -2.7554 4.0189
S 1.3008 -1.7291 5.1590
O 1.9085 -1.6072 6.4636
O -0.0700 -2.1585 5.0018
C 1.4990 -0.2051 4.2460
H 3.0304 0.4288 2.9352
H 3.6837 -0.3770 4.4011
H 3.9430 -2.0693 2.7125
H 2.1976 -1.7852 2.1970
H 2.9636 -3.3365 4.6995
H 1.5958 -3.4348 3.6074
H 1.3973 0.6164 4.9489
H 0.7092 -0.2289 3.4968
C -0.4399 1.0758 -3.0162
C -0.9231 1.1747 -4.4564
C -0.9299 2.6452 -4.8173
S 0.4903 3.4398 -3.9600
O 0.0315 4.6271 -3.2606
O 1.5803 3.6119 -4.9167
C 0.7589 1.9898 -2.8087
H -0.0893 0.0620 -2.8127
H -1.2638 1.2977 -2.3375
H -1.9809 0.9007 -4.4685
H -0.3557 0.5654 -5.1563
H -1.8081 3.1506 -4.4076
H -0.9145 2.9211 -5.8699
H 0.8370 2.4276 -1.8134
H 1.7271 1.5602 -3.0624
C -2.1191 -2.0727 -5.6706
C -1.6230 -3.1021 -6.7229
C -0.2354 -3.6366 -6.2692
S 0.0718 -3.0311 -4.5878
O 0.7876 -1.7732 -4.6838
O 0.5573 -4.0953 -3.7540
C -1.6902 -2.5785 -4.3156
H -3.1917 -1.9448 -5.8018
H -1.6247 -1.1422 -5.9499
H -1.5306 -2.6990 -7.7278
H -2.3011 -3.9542 -6.7346
H 0.6794 -3.4560 -6.8333
H -0.2895 -4.7245 -6.2069
H -1.6053 -1.9191 -3.4537
H -2.1929 -3.4985 -4.0184
C -5.6213 -4.2554 -1.2168
C -4.9912 -4.3058 0.2072
C -3.7382 -5.1373 0.0509
S -2.9589 -4.4948 -1.4647
O -2.4162 -5.6123 -2.1939
O -2.1382 -3.3344 -1.1812
C -4.5209 -3.9901 -2.2693
H -6.4038 -3.5020 -1.2852
H -6.0670 -5.2356 -1.3883
H -5.8053 -4.6346 0.8508
H -4.7871 -3.2762 0.5097
H -3.9230 -6.1854 -0.1811
H -2.9958 -5.0623 0.8445
H -4.6322 -4.6991 -3.0857
H -4.3923 -2.9529 -2.5729
C 2.0219 5.6194 1.7218
C 1.4363 6.2815 2.9673
C 1.6379 5.2427 4.0981
S 1.5737 3.5550 3.3339
O 0.3565 2.8753 3.7025
O 2.8259 2.8374 3.5165
C 1.4167 4.2423 1.6434
H 3.0965 5.4895 1.8826
H 1.8372 6.0882 0.7559
H 0.3976 6.6040 2.9524
H 2.0367 7.1787 3.1322
H 0.7996 5.2084 4.7927
H 2.5665 5.3640 4.6500
H 0.3549 4.3118 1.3993
H 1.8612 3.5891 0.8914

LUMO level = 0.177 eV
Largest force on an atom = 1.9 eV/Å
E_HOMO = -0.3349 Ha